(1)
DFT (ωB97M-V/def2-TZVPD) results for 3 unconnected molecules or ions with the total composition C3H11NO2S.

```
18
Properties=species:S:1:pos:R:3:forces:R:3:mulliken_charge:R:1
C 1.277291 0.812612 -1.001632 -0.18 -0.45 -0.82 -0.48
O 2.603800 0.960633 -0.439320 -1.83 0.10 -0.35 -0.49
C 0.231239 0.852903 0.134181 3.90 1.36 2.52 0.43
C -1.301510 0.688918 -0.348949 -3.04 -0.95 -1.44 -0.91
S -1.616739 -0.585674 -1.554916 0.66 1.24 0.98 -0.19
N 0.399207 2.056739 0.771452 -0.43 0.32 -1.16 -0.70
H 1.011556 1.561518 -1.765166 0.35 0.17 0.37 0.31
H 1.215016 -0.156180 -1.503208 -0.08 -0.13 0.21 0.27
H 2.355973 1.560672 0.271962 1.06 0.34 0.16 0.35
H 0.497795 0.135127 0.910044 -0.76 -1.21 -0.61 0.41
H -1.643385 1.639737 -0.759292 0.45 0.02 0.14 0.43
H -1.820615 0.504749 0.593962 0.24 -0.12 -0.12 0.32
H -2.196900 -2.875202 1.771888 0.01 0.26 -0.11 0.21
H 0.364174 2.008939 1.792269 -0.53 -0.34 -0.09 0.29
H -1.996606 -2.253796 1.403771 -0.11 -0.27 0.17 -0.21
H -0.473086 -1.979985 -0.332440 0.37 0.05 0.34 0.22
H 0.752896 -2.858019 -0.158317 0.20 -0.07 0.11 0.27
O 0.339897 -2.073693 0.213713 -0.28 -0.31 -0.29 -0.52
```
Forces are in eV/Å.

- Electronic energy: -19703.7189 eV
- Spin multiplicity: 1
- Energy relative to the best compared isomer or geometry (same formula, charge and spin): 133.9 kcal per mole
- Max |F|: 4.84 eV Å⁻¹

(2)
DFT (ωB97M-V/def2-TZVPD) results for 3 unconnected molecules or ions with the total composition C3H11NO2S.

```
18
Properties=species:S:1:pos:R:3:forces:R:3:mulliken_charge:R:1
C 0.635768 0.478001 0.170367 0.51 -1.23 -1.65 -0.30
O 1.650269 0.445865 -0.711004 -0.89 0.53 0.54 -0.54
C 0.122113 -0.963853 0.322111 0.32 -0.09 1.27 -0.12
C -0.845980 -1.280212 -0.847141 -1.09 -0.14 -0.58 -0.67
S -2.439639 -0.471481 -0.800171 1.35 -0.30 -0.44 -0.18
N 1.259697 -1.894360 0.244283 -1.22 1.47 0.20 -0.73
H -0.162288 1.171373 -0.127725 -0.29 0.56 -0.24 0.35
H 0.892713 0.878692 1.167797 0.09 0.04 0.26 0.38
H 1.904802 -1.297419 -0.307366 0.31 -0.75 0.24 0.35
H -0.464543 -1.071558 1.242057 0.37 -0.20 -0.02 0.60
H -0.239264 -0.944501 -1.773820 -0.54 -0.35 0.89 0.32
H -1.094842 -2.360740 -0.824744 0.65 0.47 -0.72 0.34
H 1.487446 3.058925 -1.603109 0.01 0.06 -0.03 -0.10
H 1.579708 -1.971818 1.204875 0.35 -0.39 -0.18 0.29
H 2.110480 2.962155 -1.992127 -0.01 0.04 -0.01 0.09
H -2.171510 0.571683 0.941500 0.67 0.45 1.05 0.19
H -2.421323 1.710932 1.906730 0.19 0.03 0.28 0.29
O -1.803609 0.978315 1.787490 -0.76 -0.19 -0.86 -0.57
```
Forces are in eV/Å.

- Electronic energy: -19702.9266 eV
- Spin multiplicity: 1
- Energy relative to the best compared isomer or geometry (same formula, charge and spin): 152.2 kcal per mole
- Max |F|: 2.12 eV Å⁻¹

(3)
DFT (ωB97M-V/def2-TZVPD) results for 2 unconnected molecules or ions with the total composition C3H11NO2S.

```
18
Properties=species:S:1:pos:R:3:forces:R:3:mulliken_charge:R:1
O -3.508154 0.411205 0.046434 0.05 0.16 -0.04 -0.54
C -2.666342 -0.554804 -0.602214 -0.08 0.14 0.56 -0.25
N -1.413004 -0.036186 -1.028825 -0.36 -0.89 0.17 -0.29
C -0.172584 -0.371494 -0.371151 -0.20 0.10 0.32 -0.25
C 1.016675 -0.159035 -1.286810 0.56 -0.05 0.35 -0.67
S 2.574603 0.085405 -0.326341 -0.35 0.11 -0.30 -0.21
H -3.050974 1.256206 -0.004560 -0.03 -0.01 0.09 0.31
H -2.503655 -1.338047 0.140979 0.20 -0.16 -0.21 0.22
H -3.255051 -0.964895 -1.419050 -0.01 -0.03 -0.26 0.26
H -1.467804 0.722076 -1.669777 0.33 0.38 -0.38 0.20
H -0.000482 0.186552 0.555173 -0.08 0.27 0.05 0.17
H -0.210780 -1.416384 -0.051705 -0.03 0.00 -0.11 0.22
H 1.232385 -1.033587 -1.882772 -0.31 -0.07 -0.41 0.35
H 0.840078 0.691928 -1.942273 0.20 0.06 0.03 0.33
H 3.103795 -1.094158 -0.664904 0.09 0.01 0.14 0.13
O 1.311857 0.510055 3.327455 -0.16 0.02 0.00 -0.64
H 0.406555 0.181756 3.406537 0.23 0.12 -0.12 0.32
H 1.411725 0.808872 2.414332 -0.04 -0.18 0.13 0.34
```
Forces are in eV/Å.

- Structure (SMILES): OCNCCS.O
- Electronic energy: -19708.9169 eV
- Spin multiplicity: 1
- Energy relative to the best compared isomer or geometry (same formula, charge and spin): 14.0 kcal per mole
- Max |F|: 0.97 eV Å⁻¹

(4)
DFT (ωB97M-V/def2-TZVPD) results for 3 unconnected molecules or ions with the total composition C3H11NO3.

```
18
Properties=species:S:1:pos:R:3:forces:R:3:mulliken_charge:R:1
C 0.138649 -1.277512 -0.521237 1.73 -2.10 -1.05 -0.91
N 0.880358 -0.502338 -1.611559 -3.43 -0.07 1.95 -0.35
C 0.816533 0.952574 -1.351977 1.21 0.17 -2.35 -0.47
C -0.476831 1.536579 -0.714615 2.04 -0.89 -0.14 0.07
O -0.329800 2.455257 0.040922 -0.62 0.51 0.24 -0.49
H 0.580215 -2.289592 -0.235519 0.26 1.09 -1.05 0.35
H 0.085206 -0.902054 0.482272 -0.21 1.31 0.32 0.23
H -0.823404 -1.599946 -0.876412 -0.69 0.49 -0.07 0.33
H 1.765439 -0.886741 -1.808788 1.10 0.00 0.01 0.25
H 1.073201 1.549006 -2.329945 -1.09 -1.09 1.25 0.29
H 1.708729 1.229941 -0.810861 -0.14 0.50 1.15 0.32
H -1.444160 1.058620 -0.901354 -0.15 0.00 -0.23 0.35
O -2.991917 -0.333469 0.648805 1.17 -6.23 -3.53 -0.60
H -3.178453 0.212020 1.330088 -1.04 2.15 3.89 0.29
H -3.006366 -1.366708 0.898995 -0.12 4.11 -0.35 0.33
O 1.978246 -0.115484 2.977742 -1.84 1.17 -3.26 -0.65
H 1.219225 0.512713 2.807245 0.75 -0.42 1.61 0.33
H 2.005131 -0.232872 1.976193 1.07 -0.71 1.60 0.32
```
Forces are in eV/Å.

- Structure (SMILES): CNCC=O.O.O
- Electronic energy: -10919.4666 eV
- Spin multiplicity: 1
- Energy relative to the best compared isomer or geometry (same formula, charge and spin): 81.6 kcal per mole
- Max |F|: 7.25 eV Å⁻¹

(5)
DFT (ωB97M-V/def2-TZVPD) results for 3 unconnected molecules or ions with the total composition C3H11NO3.

```
18
Properties=species:S:1:pos:R:3:forces:R:3:mulliken_charge:R:1
C -1.067745 0.670037 0.448166 3.57 -0.37 0.08 -0.97
N -0.813441 0.626900 -0.994393 0.12 -0.38 -0.36 0.12
C -0.349078 -0.649338 -1.602661 -3.36 1.42 -4.81 -1.25
C -1.692216 1.441999 -1.719110 1.02 -1.48 1.94 -0.05
O -2.592364 2.020909 -1.189651 -0.75 0.96 0.05 -0.51
H -0.215905 0.257936 1.080160 -0.93 -0.72 -1.26 0.28
H -1.959829 0.193250 0.707026 -1.57 -0.17 0.76 0.36
H -0.846571 1.662536 0.777509 -1.38 1.10 0.07 0.38
H -1.194912 -1.207611 -2.216166 0.44 1.02 1.62 0.33
H -0.198600 -1.342501 -0.860612 1.59 -1.51 1.47 0.58
H 0.202856 -0.531704 -2.598339 0.86 0.06 2.24 0.30
H -1.446567 1.489337 -2.742806 0.17 0.04 -1.74 0.41
O 3.000271 -2.667682 3.344128 -1.33 1.21 -0.73 -0.65
H 3.582026 -2.171907 2.733196 -0.49 -0.34 0.43 0.32
H 2.102646 -2.234345 3.200026 1.81 -0.82 0.24 0.33
O 2.200741 -0.450180 0.754269 -0.17 0.09 0.02 -0.63
H 1.780192 0.416630 0.750254 0.26 0.12 0.10 0.32
H 1.673814 -0.920486 0.102166 0.14 -0.23 -0.11 0.34
```
Forces are in eV/Å.

- Structure (SMILES): CN(C)C=O.O.O
- Electronic energy: -10920.3403 eV
- Spin multiplicity: 1
- Energy relative to the best compared isomer or geometry (same formula, charge and spin): 61.5 kcal per mole
- Max |F|: 6.03 eV Å⁻¹

(6)
DFT (ωB97M-V/def2-TZVPD) results for 2 unconnected molecules or ions with the total composition C3H11NO3.

```
18
Properties=species:S:1:pos:R:3:forces:R:3:mulliken_charge:R:1
N 0.546034 0.255244 0.866223 0.59 1.57 -0.62 -0.65
C -0.720778 0.033818 0.160595 0.38 -0.31 -0.12 0.25
C -1.293673 1.275304 -0.479448 -0.56 0.67 0.36 -0.74
O -1.829128 2.200660 0.489115 0.28 -0.61 -0.05 -0.51
C -0.544085 -0.996777 -0.958131 -0.65 -0.48 0.48 -0.72
O -0.000930 -2.187892 -0.401654 0.80 -0.23 -0.93 -0.52
H 1.161551 0.750907 0.198895 0.09 -0.86 -0.11 0.29
H 0.440570 1.069486 1.478382 -0.55 -0.55 0.55 0.24
H -1.405844 -0.390786 0.894422 -0.24 0.10 -0.05 0.31
H -2.112247 0.987813 -1.145832 0.09 0.09 -0.16 0.25
H -0.508607 1.798847 -1.038512 -0.07 -0.29 -0.21 0.42
H -1.463545 3.060460 0.291836 -0.02 0.27 0.05 0.33
H 0.017541 -0.585710 -1.803505 0.36 -0.07 0.17 0.40
H -1.543281 -1.242922 -1.341931 0.02 0.21 -0.07 0.32
H 0.506886 -2.666123 -1.092207 -0.51 0.49 0.73 0.32
O 3.132592 -1.098833 0.951679 0.03 -0.14 0.53 -0.67
H 3.445584 -1.240255 1.856815 0.08 0.01 -0.35 0.31
H 2.171358 -1.023241 1.073258 -0.11 0.13 -0.20 0.38
```
Forces are in eV/Å.

- Structure (SMILES): NC(CO)CO.O
- Electronic energy: -10921.3543 eV
- Spin multiplicity: 1
- Energy relative to the best compared isomer or geometry (same formula, charge and spin): 38.1 kcal per mole
- Max |F|: 1.79 eV Å⁻¹

(7)
DFT (ωB97M-V/def2-TZVPD) results for 4 unconnected molecules or ions with the total composition C3H11NO3.

```
18
Properties=species:S:1:pos:R:3:forces:R:3:mulliken_charge:R:1
C -2.830328 0.935230 1.416589 1.99 -1.02 -0.04 -0.69
C -1.563246 0.461024 1.356270 -0.32 -0.41 -0.62 0.03
N -1.397897 -0.960007 1.127877 -1.18 -0.27 2.02 -0.53
C -0.514827 -1.442719 1.921800 1.34 0.33 -1.00 -0.23
H -3.571919 0.389644 0.854382 -0.37 -0.17 0.55 0.29
H -3.043854 1.582657 2.246770 -0.31 1.14 -0.63 0.26
H -0.647990 0.925186 1.704780 -0.24 0.50 0.52 0.37
H -0.574263 -2.303352 2.585095 -0.51 -0.87 -1.08 0.26
H 0.501225 -1.011316 1.970102 -0.40 0.87 0.81 0.21
O -0.889201 -1.169689 -1.593954 0.33 0.17 0.09 -0.66
H -0.842944 -0.847813 -0.678932 -0.37 -0.28 -0.43 0.38
H -1.458257 -0.539251 -2.046116 0.06 0.00 -0.04 0.32
O 3.533775 2.413879 -1.975070 -0.19 -0.57 -0.48 -0.65
H 3.105600 2.688621 -2.792558 -0.02 0.49 0.05 0.31
H 3.523134 1.456080 -2.123735 0.15 -0.01 0.48 0.33
O 2.172279 -0.602047 -0.959153 0.64 0.14 0.07 -0.63
H 1.294544 -0.974542 -1.004684 -0.55 -0.13 -0.28 0.31
H 2.152759 0.052271 -0.257073 -0.04 0.09 0.03 0.31
```
Forces are in eV/Å.

- Structure (SMILES): C=CN=C.O.O.O
- Electronic energy: -10918.5438 eV
- Spin multiplicity: 1
- Energy relative to the best compared isomer or geometry (same formula, charge and spin): 102.9 kcal per mole
- Max |F|: 2.36 eV Å⁻¹

(8)
DFT (ωB97M-V/def2-TZVPD) results for 3 unconnected molecules or ions with the total composition C3H11NO3S.

```
19
Properties=species:S:1:pos:R:3:forces:R:3:mulliken_charge:R:1
C -0.175771 -0.008374 -0.642165 -0.27 -0.54 -1.10 -0.43
O -0.439904 -1.178734 -1.369678 0.30 0.16 -1.04 -0.98
C 1.015181 -0.237676 0.261309 1.55 1.27 2.09 0.21
C 1.843135 1.084762 0.670174 -1.88 -0.66 -1.05 -0.98
S 0.967198 2.082579 1.957745 0.77 -0.14 0.12 -0.76
N 0.717819 -0.979273 1.480615 -1.60 -1.34 1.08 -0.70
H 0.123603 0.864985 -1.271919 0.08 -0.41 -0.29 0.25
H -1.129392 0.362421 -0.229921 0.35 -0.13 1.01 0.24
H 1.713196 -0.906084 -0.261980 -0.18 0.38 -0.54 0.07
H 1.820618 1.717019 -0.216588 0.37 0.02 -0.25 0.28
H 2.874261 0.736221 0.798015 0.06 0.34 0.68 0.35
H 1.271528 -0.798257 2.312776 0.65 0.55 -0.68 0.26
H -0.201744 -0.745032 1.860869 0.11 0.09 -0.67 0.26
H -1.786842 -2.959177 0.167165 -0.49 0.38 -0.10 0.28
H -1.541758 -1.980274 -0.991733 -0.49 0.75 0.99 0.43
O -2.347680 -2.383712 -0.384743 0.69 -0.90 -0.26 -0.80
H -1.819628 0.565593 -2.550960 -0.27 0.32 -0.28 0.31
H -1.159100 -0.654823 -2.874899 -0.03 0.20 -0.08 0.45
O -1.691036 0.055840 -3.361537 0.27 -0.35 0.38 -0.74
```
Forces are in eV/Å.

- Electronic energy: -21755.6810 eV
- Spin multiplicity: 1
- Energy relative to the best compared isomer or geometry (same formula, charge and spin): 27.7 kcal per mole
- Charge: -2
- Max |F|: 2.89 eV Å⁻¹